1.
Entry from the OMol25 dataset: the molecule C4H2ClNO2 in a non-equilibrium geometry (ωB97M-V/def2-TZVPD).

The LUMO energy comes out at -0.0088 Eh. As for the energy: -22284.29508 eV. The calculation puts the largest force on an atom at 5.9 eV/A. The structure (SMILES) is O=Cc1conc1Cl.

Geometry as XYZ:
```
10
Properties=species:S:1:pos:R:3:forces:R:3
C 1.402826 0.187431 0.112968 0.104 1.051 -1.531
C -0.614293 1.003881 -0.186868 -0.466 1.708 1.519
C 0.017800 -0.222715 -0.228785 -0.671 3.223 1.063
C -0.970378 -1.319838 -0.059686 3.592 -4.404 1.662
H -1.769142 1.191128 -0.172776 2.619 0.047 -0.164
H -2.012589 -0.998139 -0.110957 -0.194 -0.302 -0.267
N 1.548774 1.552232 0.196828 -0.595 -3.739 0.562
O 0.248689 2.084316 0.187264 -1.101 -3.428 -1.837
O -0.592964 -2.477356 0.303627 -1.965 4.023 -1.481
Cl 2.741277 -1.000939 -0.041618 -1.323 1.821 0.473
```
Forces are in eV/Å.

=====

2.
Entry from the OMol25 dataset: the molecule C3ClF2N in a non-equilibrium geometry (ωB97M-V/def2-TZVPD).

The LUMO energy (spin up / spin down) comes out at -0.0830 / -0.1056 Eh. As for the energy: -22551.37511 eV. The calculation puts the largest force on an atom at 6.6 eV/A. The structure (SMILES) is FC(F)=NC#CCl.

Geometry as XYZ:
```
7
Properties=species:S:1:pos:R:3:forces:R:3
C -0.404599 -0.915730 0.443268 -0.606 0.725 2.959
C 0.492095 -1.122247 1.325122 -1.141 0.724 -2.684
C -0.795846 0.772723 -0.707057 6.491 0.352 -0.840
N -1.360304 -0.189550 -0.194525 -1.385 -3.336 0.141
F -0.145305 0.568849 -1.926623 -2.453 1.906 1.170
F 0.132562 1.515991 0.038575 -1.530 0.137 -1.522
Cl 2.081398 -0.630037 1.021239 0.623 -0.507 0.776
```
Forces are in eV/Å.

=====

3.
Entry from the OMol25 dataset: a structure of composition C20H25CaN9O2 in a non-equilibrium geometry (ωB97M-V/def2-TZVPD).

The LUMO energy comes out at -0.2010 Eh. As for the energy: -57082.80878 eV. The calculation puts the largest force on an atom at 1.0 eV/A. Its charge is +2.

Geometry as XYZ:
```
57
Properties=species:S:1:pos:R:3:forces:R:3
Ca -1.549828 0.292822 -1.112029 -0.471 -0.078 -0.471
N 2.644831 1.473713 -2.878874 -0.092 0.002 0.010
C 1.444624 0.917079 -2.803076 -0.088 -0.156 -0.009
N 0.437486 1.365659 -2.102129 0.025 0.341 0.301
C 0.622752 2.572267 -1.401831 0.378 0.354 0.124
N -0.324719 3.229463 -0.819122 -0.806 -0.431 -0.206
N -1.553202 2.552769 -0.860785 0.714 0.717 -0.026
C -2.621095 3.212320 -1.025060 -0.595 -0.214 -0.027
C -3.923959 2.463083 -1.051251 0.612 0.294 0.029
C -5.104329 3.169531 -1.134901 -0.187 -0.043 0.003
C -6.306377 2.467907 -1.164821 0.014 0.102 -0.003
C -6.275039 1.090160 -1.116217 0.077 -0.071 0.013
C -5.039911 0.457646 -1.040063 0.010 -0.111 0.031
N -3.880297 1.109629 -1.003558 -0.023 0.478 -0.108
C 1.972974 3.150030 -1.328457 -0.120 0.060 -0.033
C 2.277428 4.258618 -0.531630 -0.023 0.015 -0.002
C 3.552942 4.779129 -0.530679 0.041 -0.082 -0.077
C 4.545736 4.207016 -1.332223 0.032 0.019 0.004
C 4.269577 3.113207 -2.125486 -0.107 0.095 0.103
C 2.978177 2.597064 -2.107295 0.157 -0.214 -0.206
H 3.334720 1.046858 -3.477659 0.070 0.058 0.016
H 1.310217 0.009880 -3.382207 -0.012 -0.003 0.030
H -2.622230 4.290072 -1.179353 -0.022 0.012 0.105
H -5.091105 4.249691 -1.174115 0.016 0.016 -0.003
H -7.246555 2.998277 -1.227533 -0.009 0.003 0.000
H -7.179220 0.500195 -1.139321 -0.017 0.000 -0.003
H -4.980422 -0.624429 -1.006901 -0.029 0.008 -0.004
H 1.495782 4.701323 0.068381 -0.011 -0.008 0.002
H 3.787135 5.636187 0.083666 0.002 0.019 0.012
H 5.544829 4.620743 -1.337776 -0.009 0.033 0.029
H 5.037682 2.672411 -2.746564 -0.007 -0.043 -0.027
N -1.034400 0.104538 1.347145 -0.122 -0.329 0.006
C -0.226479 -1.137875 1.479463 0.262 0.075 0.078
C -0.854354 -2.097170 2.495188 -0.112 0.111 0.057
C -0.208921 -3.470759 2.676431 -0.102 -0.089 0.065
C 1.276262 -3.438974 3.051508 0.233 0.153 0.094
N 2.130710 -3.592178 1.871767 0.005 -0.012 0.129
C 2.435034 -4.763993 1.321754 -0.014 -0.011 0.030
N 2.614447 -4.817138 0.003051 -0.027 -0.025 -0.093
N 2.575788 -5.864413 2.061554 0.010 -0.030 0.019
C -0.078804 -1.766771 0.083667 -0.424 -0.040 -0.100
O 1.018812 -2.200370 -0.277413 0.298 -0.251 0.080
O -1.134392 -1.726804 -0.635048 0.503 -0.795 0.316
H -0.682806 0.829839 1.961479 0.073 0.035 -0.059
H -1.975942 -0.096863 1.679230 0.000 0.083 0.031
H 0.776274 -0.836743 1.795269 -0.040 -0.059 0.036
H -1.900727 -2.242693 2.207448 0.027 -0.052 -0.031
H -0.875111 -1.579015 3.459548 0.035 -0.022 -0.006
H -0.335937 -4.076039 1.774449 0.011 0.022 -0.015
H -0.762775 -3.991621 3.458140 -0.019 0.035 0.025
H 1.534936 -4.185235 3.800462 -0.099 -0.100 -0.089
H 1.545181 -2.485066 3.510363 -0.030 -0.030 -0.009
H 1.992498 -2.856889 1.180852 -0.020 0.077 -0.185
H 2.229718 -4.077454 -0.569474 -0.004 0.057 0.024
H 2.918739 -5.661741 -0.448999 0.042 0.006 0.009
H 2.641155 -5.806360 3.062532 0.026 0.023 -0.004
H 2.822473 -6.742530 1.638475 -0.033 -0.006 -0.015
```
Forces are in eV/Å.

=====

4.
Entry from the OMol25 dataset: a structure of composition C4H8N2O in a non-equilibrium geometry (ωB97M-V/def2-TZVPD).

The LUMO energy comes out at -0.0076 Eh. As for the energy: -9301.87414 eV. The calculation puts the largest force on an atom at 5.5 eV/A.

Geometry as XYZ:
```
15
Properties=species:S:1:pos:R:3:forces:R:3
C 1.316175 1.495858 0.309860 -4.106 2.369 0.209
N 1.114614 0.184038 -0.110963 -0.727 -2.013 -0.741
C 0.211348 -0.662702 0.544277 2.258 -0.993 0.399
C 0.066223 -1.974427 0.244779 -0.498 0.701 0.060
H 1.215769 0.001067 -1.099935 0.184 -0.049 0.151
H -0.072746 -0.290025 1.526253 -0.292 0.056 -0.118
H -0.007635 1.946242 0.161726 4.634 0.002 0.735
H 2.014384 2.045439 -0.313996 -0.032 -0.054 0.124
H 1.522312 1.553371 1.373452 0.435 0.027 0.014
H 0.456151 -2.390624 -0.671974 0.176 -0.067 -0.043
H -0.511347 -2.617259 0.886683 -0.151 -0.015 0.032
N -2.326122 -0.284218 -0.993262 0.258 -1.215 0.442
C -1.594214 0.527850 -0.461819 -1.125 4.943 -2.098
O -1.336793 1.725111 -0.365085 -0.998 -3.559 0.638
H -2.068119 -1.259720 -1.029995 -0.016 -0.132 0.197
```
Forces are in eV/Å.

=====

5.
Entry from the OMol25 dataset: a cluster of 3 separate species, C4H13N3 in total in a non-equilibrium geometry (ωB97M-V/def2-TZVPD).

The LUMO energy comes out at 0.0354 Eh. As for the energy: -8826.05704 eV. The calculation puts the largest force on an atom at 1.2 eV/A.

Geometry as XYZ:
```
20
Properties=species:S:1:pos:R:3:forces:R:3
C -1.155957 0.249412 -0.203873 -0.128 -0.050 0.074
C 1.795634 0.895147 -0.267701 -0.164 -0.108 0.033
C 1.325857 -1.206178 0.608661 -0.681 -0.354 -0.634
C -1.778861 -0.367518 1.014789 0.240 0.067 0.021
N 1.009344 0.084396 0.636871 -0.221 0.272 -0.015
N -1.294460 1.613042 -0.316838 0.217 -0.233 -0.044
N -1.024499 -0.523355 -1.276595 0.795 -0.477 0.054
H -0.802605 2.044341 -1.086532 0.004 -0.036 0.023
H -0.700601 -0.025916 -2.102671 -0.042 0.073 0.049
H -0.223956 -1.432187 -1.058234 -0.837 0.845 0.110
H -1.169240 2.115065 0.550380 0.005 -0.067 -0.022
H 2.861147 0.627943 -0.268293 -0.081 0.009 0.019
H 1.449374 0.790358 -1.313846 0.015 -0.036 -0.061
H 1.713808 1.951769 -0.003880 0.037 -0.022 0.007
H 0.875996 -1.825447 1.380671 0.097 -0.028 0.051
H 2.329295 -1.527512 0.309473 -0.093 0.016 -0.047
H 0.609030 -1.892211 -0.530547 0.751 0.123 0.468
H -1.450341 0.147558 1.915186 0.005 -0.002 -0.010
H -1.502208 -1.416860 1.081065 0.023 0.005 -0.013
H -2.866756 -0.301846 0.931915 0.057 0.002 -0.063
```
Forces are in eV/Å.

=====

How do the records compare in energy above the lowest of the compared OMol25 structures with the same formula, charge and spin? In the order shown, they have 296.47 543.41 0.00 436.02 323.76 kJ/mol.